[1]
Density functional theory data (ωB97M-V/def2-TZVPD) for a 6-piece molecular cluster, C25H45IN9 overall.

```
80
Properties=species:S:1:pos:R:3:forces:R:3
C -2.55562 -1.36488 5.38404 -0.0598 0.1311 0.1431
C 5.18903 -2.12065 -0.42427 0.8786 0.2783 0.5223
H -6.18506 4.23757 2.88523 0.0098 -0.0082 -0.0143
C -6.04936 1.15282 -1.22389 0.1719 -0.0157 -0.0010
N 7.08194 -0.30121 -0.42771 -0.6378 -0.0123 -0.3539
H 4.18594 -2.37280 1.35726 -0.0436 -0.0767 -0.0806
H -6.12324 0.71796 -0.22542 -0.0233 -0.0243 -0.0185
H -3.09978 -2.72874 6.86853 0.0906 0.1146 0.0053
H 8.97717 0.03227 -5.21423 -0.0072 -0.0013 0.0109
H 2.81284 -1.45594 -1.09115 0.0310 -0.0030 0.0566
N 10.28793 2.33954 -1.93247 -0.2995 -0.0818 0.0338
C -4.80511 -2.71365 3.83649 0.0979 -0.0645 -0.0225
H -3.21138 -3.90260 4.65780 0.0365 0.0177 0.0812
C -1.23418 -3.52973 1.48526 -0.1543 -0.2759 -0.0560
C -0.93283 -2.15970 -0.57060 -0.0905 0.0980 0.0035
H -3.90289 1.30309 -1.23335 0.0653 -0.0808 -0.0437
H -7.90637 6.06069 2.83400 -0.1096 -0.0246 -0.0169
H -6.20905 2.22518 -1.12837 -0.0760 -0.0229 -0.0053
H 5.92405 -2.80663 0.00915 -0.0935 0.0599 0.0005
H -1.43048 -3.42032 2.55398 0.0644 0.1408 -0.0130
N 6.17233 1.08590 -1.79913 -2.3923 0.0905 -0.9229
N 4.13091 -1.81147 0.52130 0.0512 -0.2080 -0.4275
H 4.86511 2.20532 -2.72530 0.0137 -0.0608 -0.0478
C 7.21310 0.88070 -1.05576 1.7913 0.4435 0.7801
C -3.55020 -2.24271 6.00123 -0.0083 -0.3427 0.0569
H -3.48184 -0.75125 -2.60913 0.0250 -0.1500 0.0949
H 4.32963 -0.07489 -2.18029 0.0576 0.2590 -0.2033
H -6.10339 4.27702 1.11807 -0.0265 -0.0312 0.0219
C -4.42507 -0.62189 -2.07411 0.1903 0.3006 -0.2403
C 5.88330 -0.82264 -0.83033 -1.3541 -2.0017 -0.0035
H -2.17131 -5.47451 1.42177 0.0170 -0.0022 -0.0253
C -4.34967 -1.35879 -0.81560 -0.1111 -0.1415 -0.1071
H -5.17191 -3.50964 3.18876 -0.0198 0.0545 -0.0407
H -9.80727 4.79877 2.00555 -0.0426 -0.1034 -0.0732
N -1.77677 -0.67479 4.89885 0.0297 -0.0713 -0.0970
H -0.22458 -3.93773 1.38648 0.0301 0.0871 0.0282
H -0.62292 -1.46870 1.37563 0.0395 0.0541 -0.1347
H 8.06478 1.54165 -0.94691 -0.0476 -0.0131 -0.1277
H 11.28164 2.99256 -4.83348 0.0501 0.0047 0.1371
H 8.15197 0.94259 -3.93982 0.0378 -0.0067 -0.0120
C -4.05168 -3.30654 5.02120 -0.2402 -0.0222 -0.2464
C 2.78377 -1.79449 -0.05510 -0.1521 0.3093 0.4757
H -5.60317 5.68227 2.05488 0.0138 -0.0262 0.0105
H 4.84247 -2.59043 -1.35034 -0.1236 -0.0123 0.1231
N 5.87390 2.18666 -2.62112 0.5207 0.2913 0.1854
N -8.70587 2.86295 -0.20286 0.0237 0.0389 -0.0300
C 5.28214 0.01606 -1.69360 1.4262 0.7117 0.2907
H -7.85534 6.06774 1.08095 -0.0947 -0.0288 0.0044
H -4.64034 1.37416 -2.82369 0.0849 -0.0951 -0.0327
H -3.25503 -4.14675 0.99818 0.0091 0.0199 -0.0346
H -8.71658 3.70025 2.82887 0.0202 -0.0948 -0.0775
H 6.12803 3.03544 -2.12137 0.0884 -0.0327 -0.0710
H -6.85782 0.74745 -1.83363 -0.0331 0.0341 0.0327
C -8.75815 3.51258 0.74190 -0.0676 -0.1102 0.1050
H -5.20729 -1.05342 -2.70128 -0.0423 -0.0774 0.1143
H -5.66312 -2.12594 4.16846 0.0098 0.0038 -0.0045
H 9.56840 2.18596 -6.35313 0.0943 0.0565 0.0351
H 7.55113 0.99959 -5.59471 -0.0038 -0.0240 0.0241
C -2.23625 -4.51883 0.89942 0.0267 -0.0536 0.0321
H 8.78827 3.08836 -5.06833 0.0871 0.0396 0.0050
N -4.28708 -1.93808 0.17410 -0.2575 0.1296 -0.0592
H -2.30450 -1.72519 0.94642 0.1236 -0.0650 -0.0893
H -4.71480 -3.98850 5.55681 0.0785 0.0245 0.1041
H -4.38646 -1.64688 6.37115 0.0559 0.1064 -0.0677
C -1.30182 -2.13865 0.84195 0.2528 -0.0511 0.5282
C 10.45176 2.26004 -3.06637 0.1593 -0.0689 -0.0100
C -8.82029 4.33665 1.94808 -0.0426 0.3400 0.0843
H -4.16109 -2.07004 3.23473 -0.0365 0.0165 -0.0087
C -7.74611 5.42826 1.95883 0.3073 0.0268 0.0456
N -0.63768 -2.17663 -1.68129 0.0596 0.0199 0.0012
C 8.45640 0.96481 -4.98902 0.0139 0.0231 -0.0055
I 8.34847 -1.18041 0.88921 0.1025 0.1831 -0.0541
C -4.69021 0.87155 -1.85588 -0.2742 0.1807 0.1340
H 11.21580 1.24379 -4.73158 0.0002 -0.0256 0.1328
H 2.26282 -2.75824 -0.04112 0.1433 0.0178 -0.0234
H 2.19614 -1.06541 0.50908 -0.1680 -0.1569 -0.1554
C 10.65987 2.15643 -4.50943 -0.0407 0.1787 -0.3220
C 9.33945 2.17163 -5.28679 -0.2653 -0.1817 -0.0085
H -2.04121 -4.70574 -0.15838 -0.0246 0.0359 -0.0049
C -6.32835 4.86974 2.00673 -0.0163 0.0290 -0.0505
```
Forces are in eV/Å.

Calculated values
Total charge   +1
Max |F|   2.57 eV/Å
HOMO   -11.853 eV
Orbital gap   7.7870 eV

Here are the Mulliken charges for atoms 1 to 8, given in e: number 1, C, carries 0.30; number 2, C, carries -1.15; number 3, H, carries 0.31; number 4, C, carries -1.04; number 5, N, carries -0.33; number 6, H, carries 0.27; number 7, H, carries 0.33; number 8, H, carries 0.29

---

[2]
Density functional theory data (ωB97M-V/def2-TZVPD) for C25H45N2OP3SeY as an isolated structure.

```
78
Properties=species:S:1:pos:R:3:forces:R:3
H 4.32889 -3.87127 -4.36112 -0.3495 0.3194 -0.0374
C -3.59364 0.12749 6.65477 0.1201 -0.4297 -0.1952
H -2.46598 2.14937 -3.62749 0.3060 0.0331 0.0400
N -0.22697 0.59306 4.33623 0.6576 -0.4442 -0.7945
H -0.34571 5.01986 0.49757 -0.1437 -0.2883 -0.0866
C -3.59438 1.93347 -0.72643 0.3035 0.3770 -0.4818
H 1.88128 2.18721 2.11258 -0.0259 0.2989 -0.0531
H -3.88072 2.68996 0.01517 0.1254 -0.1924 -0.1969
H 2.44800 -4.77283 -3.00592 0.0426 0.4267 -0.0023
C 7.10947 -3.76188 -3.36559 0.4198 0.0795 -0.0843
H 7.66571 -3.60487 -2.43756 -0.3504 0.0147 -0.2088
Y 0.18331 -0.06916 -0.16012 -1.3334 0.4362 0.7448
H -0.35799 -1.65858 -1.24277 -0.3074 -0.4614 -0.1683
H -2.59625 1.64105 2.26051 -0.1256 -0.1106 0.0195
P -0.61355 0.71688 -2.91467 -0.0852 -0.7624 -1.0634
H -2.99301 2.41749 -1.50309 -0.3437 0.0229 0.1101
H -1.60362 3.85222 0.99715 0.2252 0.0486 -0.1745
H 5.51195 -1.80666 -3.59904 -0.4262 0.0385 -0.3474
P 0.43711 2.73899 0.22617 0.0698 1.1757 0.0288
C -1.37289 2.23925 -3.58665 -0.0724 0.4783 0.2531
H -4.24096 1.12620 1.80539 0.2581 -0.1663 0.0218
H 1.33322 -3.25857 -1.33935 0.2084 0.0413 0.1858
H 7.29230 -3.04913 -4.17788 -0.0156 -0.2787 0.2980
C -3.17999 0.84208 1.78865 0.1354 -0.0877 0.2331
H 1.21948 3.58259 -1.96375 0.0462 -0.0427 0.4186
C -3.56812 -0.90886 -0.41248 0.0889 0.0532 0.0768
H 1.22488 -0.40004 -4.07010 -0.0838 0.1708 -0.0227
C 4.52872 -2.06439 -3.21570 0.2252 2.6624 1.6190
H 0.43328 1.35122 4.15779 -0.2562 -0.5564 0.2649
H -2.76822 -2.38604 3.08324 0.0766 0.0786 0.0732
C -1.91041 -0.60535 5.14427 -0.3448 -0.0085 -0.4557
H 2.52055 2.74811 -1.08559 -0.2107 0.2344 0.1030
H 2.02995 4.39471 -0.57993 -0.0928 -0.2836 -0.2328
C -1.68364 1.58457 6.16997 -0.2475 -0.0160 0.3285
H -1.32831 4.16907 -0.73186 0.1812 -0.0372 0.2693
H 4.33355 -0.22716 -2.05154 -0.0902 -0.4711 -0.0950
H -1.09214 -2.92184 2.82210 -0.0808 -0.0006 0.1634
C 2.81270 -3.75698 -2.83424 -1.2702 0.2286 1.1744
C -1.79512 -2.53576 3.56105 -0.0603 -0.5535 -0.1617
H -3.61665 -1.81775 5.62933 -0.1254 0.2282 0.1854
H -3.19698 -1.77623 0.15699 -0.1491 0.2651 -0.2158
H -4.63078 -0.73712 -0.17568 0.3379 -0.1619 -0.1177
H -1.45431 -0.56326 -4.79206 -0.2613 0.0543 0.2234
C -1.23805 0.59070 5.30559 0.0964 0.2682 -0.4332
C -1.64708 -0.58306 -3.71046 -0.0058 -0.0487 0.0257
C 1.23617 3.03894 1.85222 0.3402 -0.1993 0.1389
C 3.89414 -3.26080 -3.57133 0.5921 -1.4213 -0.2033
H 1.66639 1.23016 -3.51622 -0.0078 -0.0441 -0.2656
H 0.50220 3.16386 2.66363 0.0675 0.0187 -0.4207
Se 0.99020 -1.12972 2.31575 0.1757 0.0445 0.0055
H -2.71496 -0.41589 -3.51238 0.2998 0.0119 -0.1576
H 0.66474 1.03772 -4.98821 0.0531 -0.2279 0.2977
H -0.99049 2.41327 -4.60143 -0.1951 -0.0496 0.2710
C -3.10833 -0.87383 5.80296 -0.0831 0.3544 0.3275
C 6.37109 -4.86197 -3.57749 -0.4141 -0.4067 -0.1842
C -2.88326 1.33088 6.85167 0.5407 0.0722 -0.2914
P -2.61737 0.60526 0.06371 -1.1789 -0.5456 0.2513
H -1.37969 -1.57025 -3.31913 -0.0118 0.2423 -0.0767
H -3.45411 -1.12922 -1.48573 -0.0577 0.1008 0.4380
C 1.66431 3.43028 -0.96649 0.1574 -0.0716 0.0297
H -1.10783 3.10338 -2.96300 -0.1331 -0.0907 -0.2459
H 5.95857 -5.07500 -4.57253 0.2672 0.0401 0.3810
C -0.24460 -0.56127 3.59208 -1.7916 0.4941 2.0036
H -3.03768 -0.08347 2.35607 -0.0426 0.1803 0.0319
C 0.87360 0.63571 -3.98660 0.3877 0.0257 0.2889
H -4.54530 -0.01894 7.17990 0.5019 0.0103 -0.2306
C -0.83254 4.06569 0.24371 -0.2076 -0.0628 -0.1122
H -1.08642 2.49159 6.28495 -0.4437 -0.1543 0.1355
H -4.50717 1.52274 -1.17752 0.2445 0.0858 0.1269
C 2.22283 -2.94193 -1.87719 -0.6874 -2.3668 -1.3192
N -1.29067 -1.29313 4.09346 0.9964 0.6612 -0.4367
C 2.69645 -1.61444 -1.71370 -2.1789 3.8046 1.7658
O 1.97077 -0.70461 -1.09618 3.7247 -2.7467 -2.1198
H -1.92052 -3.26280 4.36616 0.0998 0.0676 -0.0946
H -3.28466 2.07498 7.54318 0.1877 -0.2429 -0.2644
H 6.21667 -5.63949 -2.82299 0.1617 0.3424 -0.1888
C 3.93170 -1.21516 -2.29867 1.7125 -0.3683 -1.2726
H 1.84688 3.94869 1.78389 -0.1435 -0.1909 0.1594
```
Forces are in eV/Å.

Calculated values
Total charge   +3
Max |F|   5.09 eV/Å
HOMO (alpha / beta)   -15.630 / -15.628 eV
Orbital gap (alpha / beta)   2.8901 / 2.7431 eV
Relative energy (zero: lowest compared OMol25 entry of this formula, charge and spin)   1.5 kcal per mole

Here are the Mulliken charges for atoms 1 to 8, given in e: number 1, H, carries 0.76; number 2, C, carries -0.68; number 3, H, carries 0.48; number 4, N, carries 0.15; number 5, H, carries 0.48; number 6, C, carries -1.09; number 7, H, carries 0.39; number 8, H, carries 0.51

---

[3]
Density functional theory data (ωB97M-V/def2-TZVPD) for C25H45N2P3Se2Y as an isolated structure.

```
78
Properties=species:S:1:pos:R:3:forces:R:3
H -3.76699 0.52140 -7.25570 0.0022 -0.4784 0.1771
H -2.43053 -1.66177 0.81105 -0.1348 0.3362 0.0582
C -2.99982 -0.04114 -6.72285 0.8576 -0.4575 0.2310
H -1.22345 -4.17860 6.59223 0.1786 0.0786 -0.3518
H -2.05671 -5.01402 2.39903 -0.0462 0.0670 0.4511
C -2.46592 1.90670 -1.70005 -0.2013 -0.3107 0.2680
H 3.43251 -1.11856 -1.93282 -1.0336 -0.7591 0.7117
H -2.71016 0.92330 -2.12155 0.0325 0.2518 0.0761
C -1.82148 1.98987 2.00903 0.1029 0.0298 0.0751
C -0.34067 2.50347 -3.32723 0.3590 -0.1053 -0.0891
C -0.63676 -0.62896 -6.49379 -0.5124 0.1011 -0.2394
C 1.91694 3.38352 2.30113 -0.3009 -0.1184 -0.0065
C -1.42310 -4.62791 3.20041 -0.4395 -0.5675 0.3053
H 1.01770 -3.14806 5.91303 -0.3094 -0.1731 0.0907
H -2.89988 -0.96917 -3.11341 0.2251 -1.2193 1.4877
C 1.48013 -2.97621 1.81418 -1.3131 -1.1747 2.1116
C 2.74816 -2.17297 3.83776 0.3802 0.0190 0.0342
Se -2.19559 -2.34671 -3.01067 -1.6507 2.3651 -1.3363
H -1.43529 0.65480 -8.03960 -0.0717 -0.0671 0.1211
H 4.71338 1.79544 1.70399 -0.0362 -0.2468 0.2899
H 2.84354 3.82226 2.72101 -0.5912 -0.0817 -0.0944
C -1.77408 -4.66073 4.55787 0.2441 -0.0577 -0.5159
H -3.59009 -0.37919 1.34598 0.5087 -0.1989 -0.2173
N 1.72172 -2.97006 3.16436 -0.1053 0.6319 -0.9927
P -0.64227 2.09016 -1.56795 -1.3095 1.2736 -1.0613
H -2.79546 -0.28524 -0.25810 0.0845 -0.1428 0.4753
H 0.38500 -0.62894 -6.89980 -0.5637 0.0187 0.1698
H 3.85535 0.22717 1.55114 0.0645 0.3729 0.0239
H -2.72683 -5.10195 4.85920 0.3162 0.2091 -0.1434
C 0.67683 -3.61785 3.84680 0.0871 0.5015 -0.1926
H 0.71178 2.77166 -3.44651 -0.1223 0.1412 -0.2547
C -0.52335 3.78266 -0.83805 0.2089 -0.1823 0.1609
H 1.35420 2.84975 3.08804 0.3222 0.3104 -0.2745
C -3.29931 -0.86054 -5.61863 0.0935 -0.1553 1.4106
H -2.43941 1.88562 2.91291 0.1349 0.2030 -0.3070
H 3.66249 3.02837 -1.03772 0.0745 0.1056 0.3161
H 1.13014 -0.29980 -3.02163 0.8023 0.0154 0.6764
H -0.58667 1.68256 -4.01501 0.0713 0.0561 0.2409
H -0.15201 -2.00672 -4.89907 -0.2399 0.5414 -0.0004
H 3.69457 -2.23108 3.27610 -0.4498 0.0619 0.2350
H 3.63348 0.42901 -1.10885 -0.7178 0.2955 -0.0301
C -0.92409 -1.36022 -5.33403 0.0247 0.2968 -0.6672
H -4.35208 -1.05461 -5.34686 0.6925 0.2943 0.0074
H -1.03256 4.49171 -1.50555 0.1372 -0.1936 0.2040
C -1.09354 -0.48088 3.20299 0.2835 -0.0593 0.3695
P -1.22537 0.30876 1.55969 -0.7151 -0.2961 -0.2337
Se 2.49185 -2.12236 0.49770 0.2116 -0.1167 -0.3130
C 3.76739 1.27261 1.88065 0.2363 -0.3732 -0.0057
C 2.90109 -0.21230 -1.63805 1.0047 0.8432 -5.1642
H -1.00180 3.80961 0.14860 0.1864 0.0615 -0.2599
C 1.81279 0.31568 -2.37699 4.1662 -1.9220 -2.7046
C -1.67270 0.06201 -7.16139 0.3658 -0.2290 0.5706
H -0.08793 -3.90063 0.73932 0.4512 -0.0372 0.4930
H 2.93107 4.35625 -0.10899 0.1584 -0.2777 0.0497
Y 1.08950 0.25938 -0.24548 -3.9040 -0.3677 4.9924
H 1.27756 4.17049 1.85752 0.3743 -0.3381 0.3089
H -0.94321 2.61991 2.23377 -0.4602 -0.1571 0.0204
P 2.48157 2.22424 0.99429 0.6635 1.4147 0.8256
H -2.41786 2.47220 1.22224 0.2390 -0.2354 0.2770
H -0.04301 -0.50183 3.53529 -0.4012 -0.0341 0.0193
C -0.17849 -4.11755 2.87852 0.0302 0.5027 -0.1705
C -2.65031 -0.58267 0.79363 -0.2063 0.2470 -0.0154
C -0.90974 -4.14262 5.54698 0.4997 0.1388 -0.3278
H 2.42778 -1.11942 3.94581 0.1079 -0.4945 -0.0890
H -0.96094 3.37011 -3.59034 0.1946 -0.2099 0.0832
C 3.46183 3.39794 -0.02145 -0.0081 -0.1192 -0.3742
C -2.23325 -1.39818 -4.83124 1.0005 -0.8299 -1.7016
H 4.41060 3.54670 0.51240 -0.2312 0.1565 -0.2886
C 0.33058 -3.58852 5.19517 -0.2749 -0.3935 0.2059
H 0.53027 4.07883 -0.73942 -0.2794 0.0338 -0.0335
H -1.68054 0.10925 3.92048 0.2042 -0.2369 -0.1108
H 1.95434 1.31293 -2.80396 -0.6273 0.5193 1.2339
H 2.91634 -2.59481 4.83669 -0.0375 0.1204 -0.3628
H -1.49371 -1.50530 3.20469 0.2014 0.2443 -0.1236
H 3.53786 1.25267 2.95230 0.0906 0.0871 -0.1817
H -2.93782 1.99723 -0.71759 -0.0087 -0.0762 -0.2284
N 0.36434 -3.74769 1.64422 0.3203 0.7036 -0.5938
H -2.88992 2.67954 -2.35786 0.3073 -0.1572 0.1990
```
Forces are in eV/Å.

Calculated values
Total charge   +3
Max |F|   6.35 eV/Å
HOMO   -15.174 eV
Orbital gap   3.7193 eV
Relative energy (zero: lowest compared OMol25 entry of this formula, charge and spin)   44.5 kcal per mole

Here are the Mulliken charges for atoms 1 to 8, given in e: number 1, H, carries 0.45; number 2, H, carries 0.33; number 3, C, carries -0.40; number 4, H, carries 0.44; number 5, H, carries 0.46; number 6, C, carries -0.99; number 7, H, carries 0.51; number 8, H, carries -0.06

---

> The lowest total charge belongs to which entry?

C25H45IN9

---

> What is the total charge in the second record?

+3

---

> Which of these has the highest max |F|?

C25H45N2P3Se2Y